Record 1
DFT (ωB97M-V/def2-TZVPD) results for a 5-piece molecular cluster, C28H41BrCl8F5OS overall.

Atoms and positions in Å:
C: -2.481733 -3.574919 -2.667996
C: -3.268016 -2.571665 -1.861525
C: -2.740836 -2.333202 -0.465629
C: -4.343743 -1.955366 -2.364565
C: -4.761318 -0.554620 -1.977294
C: -5.834636 -0.500248 -0.879322
C: -6.169493 0.904170 -0.324383
C: -6.110752 2.045666 -1.374337
C: -5.346229 1.281286 0.917947
C: -3.847821 0.968249 0.869152
S: -2.836970 2.389456 0.355009
C: -1.907060 1.888221 -1.102401
C: -2.580525 2.413037 -2.371178
O: -3.224458 3.407643 -2.443212
Br: -2.196418 1.307381 -3.893970
C: -1.581407 2.744134 1.706414
F: -1.742637 4.062048 1.922455
F: -1.956689 2.111042 2.825935
C: -0.169301 2.431745 1.328628
C: 0.288553 1.126891 1.463471
C: 1.582014 0.820441 1.086909
C: 2.426391 1.802739 0.590227
C: 1.953816 3.106681 0.479359
C: 2.865527 4.168844 -0.083094
F: 3.974031 4.320822 0.639534
F: 2.235819 5.350166 -0.172330
F: 3.234975 3.838024 -1.336662
C: 0.662488 3.425236 0.848425
H: -1.436688 -3.253825 -2.663302
H: -2.845272 -3.651483 -3.688073
H: -2.494656 -4.551599 -2.173903
H: -1.935565 -1.586597 -0.431912
H: -2.331326 -3.276375 -0.102382
H: -3.530206 -2.055700 0.231474
H: -4.963354 -2.434394 -3.120081
H: -3.882801 0.050857 -1.751695
H: -5.212141 -0.130140 -2.876244
H: -6.757962 -0.934546 -1.263372
H: -5.546096 -1.125186 -0.027180
H: -7.203324 0.866085 0.020772
H: -5.363616 2.790587 -1.098197
H: -7.057183 2.587993 -1.356627
H: -5.979400 1.709081 -2.398087
H: -5.508558 2.335235 1.154389
H: -5.748769 0.726032 1.768219
H: -3.520045 0.763332 1.890226
H: -3.575829 0.095320 0.282896
H: -0.908895 2.332072 -1.083684
H: -1.810284 0.806213 -1.168035
H: -0.369472 0.360755 1.853264
H: 1.908572 -0.201235 1.204200
H: 3.449482 1.615109 0.278307
H: 0.304724 4.441876 0.762883
Cl: 6.664340 0.493910 3.814317
C: 6.384092 -0.990628 2.864341
C: 6.014730 -0.683768 1.437847
Cl: 4.396204 0.084133 1.313707
H: 5.607316 -1.564753 3.363107
H: 7.309696 -1.565403 2.889716
H: 5.976715 -1.604268 0.859312
H: 6.732173 -0.014457 0.971986
Cl: 7.909768 -3.135842 -1.895032
C: 9.505186 -2.631957 -1.276375
C: 9.807706 -3.240644 0.067315
Cl: 8.744856 -2.582139 1.343289
H: 9.517556 -1.546154 -1.232201
H: 10.248737 -2.958996 -2.000608
H: 10.832105 -3.011604 0.354295
H: 9.684284 -4.319982 0.057445
Cl: -7.831555 -0.304622 -6.325003
C: -7.324062 -1.824102 -7.109315
C: -7.213396 -2.956466 -6.122710
Cl: -5.853914 -2.712923 -4.984275
H: -6.378479 -1.640856 -7.612551
H: -8.075840 -2.064821 -7.858508
H: -7.026863 -3.890266 -6.649769
H: -8.121058 -3.065939 -5.535758
Cl: 8.834079 -0.850749 7.938199
C: 7.397945 0.061551 7.406079
C: 7.185138 1.313872 8.215521
Cl: 6.707349 0.959366 9.895671
H: 6.538913 -0.601741 7.470222
H: 7.556465 0.323118 6.361650
H: 6.380755 1.899898 7.773602
H: 8.084149 1.923864 8.245057

Atoms 1-3, force components in eV/Å:
C -0.458 -0.402 0.813
C -0.172 -0.177 -0.325
C 0.243 0.374 -0.356

The HOMO energy is -10.912 eV. Its total energy is -8319.536737 a.u. Its total charge is +1.

Mulliken population analysis, charges in e, atoms 1 to 8: -1.50, 0.74, -1.15, -1.14, 1.54, -1.11, 0.70, -1.37


Record 2
DFT (ωB97M-V/def2-TZVPD) results for C28H41BrO7PtSSeSi4Te as an isolated structure.

Atoms and positions in Å:
Pt: 1.417179 -0.396824 0.286119
O: -1.223916 -1.877361 -1.607397
S: -2.410704 -1.026215 -1.378782
C: -3.816340 -2.064019 -1.834555
C: -5.111480 -1.637389 -1.579367
C: -6.176991 -2.454117 -1.924032
C: -5.941006 -3.694492 -2.506032
C: -4.640163 -4.119977 -2.736223
C: -3.568497 -3.305910 -2.396746
C: -2.558658 0.054901 -2.804010
C: -3.315505 1.209615 -2.706910
C: -3.409569 2.044549 -3.807614
C: -2.730811 1.727845 -4.978302
C: -1.952574 0.583029 -5.046996
C: -1.860850 -0.263806 -3.952501
H: -5.284221 -0.674247 -1.114327
H: -7.191050 -2.127090 -1.729961
H: -6.774988 -4.334349 -2.768980
H: -4.456805 -5.092538 -3.177255
H: -2.539269 -3.608283 -2.543563
H: -3.778469 1.477986 -1.765750
H: -3.976651 2.964338 -3.737532
H: -2.778994 2.400651 -5.826118
H: -1.384215 0.364125 -5.942263
H: -1.221343 -1.137490 -3.959108
C: 4.369245 -2.208473 1.816271
Si: 4.392052 -3.012911 0.123914
C: 2.965527 -4.230509 0.014672
C: 6.034136 -3.943260 -0.051873
Si: 4.206658 -1.484737 -1.646409
Te: 1.746831 -1.145829 -2.105510
Si: 5.007651 -2.425545 -3.634037
C: 4.016241 -3.977612 -4.048915
C: 4.763384 -1.196549 -5.044306
C: 6.833084 -2.927004 -3.624722
Si: 5.263091 0.570826 -1.250511
C: 4.664932 1.830220 -2.504077
C: 7.131755 0.331967 -1.471623
C: 4.956935 1.210800 0.482995
H: 4.225132 -2.981243 2.577030
H: 3.542996 -1.500411 1.899326
H: 5.299784 -1.679962 2.031624
H: 3.104840 -5.044875 0.731906
H: 2.850680 -4.657896 -0.982910
H: 2.039760 -3.708814 0.271503
H: 6.168891 -4.611886 0.803536
H: 6.881471 -3.255172 -0.081008
H: 6.065651 -4.546224 -0.960172
H: 2.943714 -3.779548 -4.009044
H: 4.226418 -4.781696 -3.340440
H: 4.262434 -4.332936 -5.053834
H: 3.758826 -0.769889 -5.025437
H: 4.909343 -1.690701 -6.009545
H: 5.469207 -0.366423 -4.974461
H: 7.018466 -3.752371 -2.937540
H: 7.483564 -2.103523 -3.330868
H: 7.123717 -3.248642 -4.629653
H: 4.754225 1.470944 -3.530733
H: 5.240583 2.756067 -2.409171
H: 3.612602 2.050073 -2.315976
H: 7.382939 -0.025601 -2.470736
H: 7.540074 -0.377605 -0.749250
H: 7.631809 1.293837 -1.322355
H: 3.888828 1.232813 0.702162
H: 5.340114 2.232653 0.563229
H: 5.448835 0.596089 1.239183
O: 0.846647 1.253778 -2.856183
Se: 0.471383 1.960145 -1.395781
O: 0.339033 3.564518 -1.503848
O: 1.809281 1.512803 -0.422273
O: -0.856472 1.269345 -0.761691
Br: -2.113702 -3.631419 7.377860
C: -1.269433 -2.910626 5.822427
C: -1.081923 -3.721665 4.694349
C: -0.468580 -3.212439 3.579882
C: -0.011475 -1.857093 3.542791
C: -0.226850 -1.057277 4.709704
C: -0.839054 -1.575498 5.820007
C: 0.622718 -1.330880 2.406282
O: 0.866208 -2.045285 1.325498
O: 1.039718 -0.095560 2.287631
H: -1.428208 -4.748384 4.704238
H: -0.327591 -3.831706 2.703581
H: 0.101703 -0.026173 4.697125
H: -0.993159 -0.956630 6.695963

Atoms 1-3, force components in eV/Å:
Pt 0.024 0.136 -0.324
O 0.090 -0.319 -0.170
S 0.075 0.399 0.318

As for the spin multiplicity: 3. The HOMO energy (spin up / spin down) is 0.347 / -3.031 eV. Its total energy is -8537.228250 a.u. Its total charge is -2.

Mulliken population analysis, charges in e, atoms 1 to 8: 1.67, -0.34, 0.38, 0.42, -0.34, -0.59, -0.40, -0.62